[1]
Density functional theory data (ωB97M-V with the def2-TZVPD basis set) for an isolated ion of composition C3H9N2O and charge +1.

The geometry in ORCA input format:
```
! wB97M-V def2-TZVPD RIJCOSX def2/J DEFGRID3
* xyz 1 1
C 0.49 1.08 0.12
C -0.26 -0.23 0.29
N 0.15 -1.06 1.30
N -0.10 -0.98 -1.04
C -1.75 0.23 0.45
O -2.36 0.41 -0.57
H -0.18 1.89 0.08
H 0.99 1.08 -0.89
H 1.26 1.32 0.84
H 0.48 -0.51 2.11
H -0.48 -1.84 1.55
H -0.38 -0.39 -1.80
H 0.96 -1.38 -1.10
H -0.63 -1.89 -1.06
H -2.18 0.48 1.40
*
```

**Relative energy (zero: lowest compared OMol25 entry of this formula, charge and spin)**: 2.108 eV
**HOMO**: -0.519 Ha
**Frontier orbital gap**: 10.34 eV

=====

[2]
Density functional theory data (ωB97M-V with the def2-TZVPD basis set) for a 2-piece molecular cluster, C2H8NOS overall.

The geometry in ORCA input format:
```
! wB97M-V def2-TZVPD RIJCOSX def2/J DEFGRID3
* xyz -1 1
C 0.98 0.08 1.49
N -0.02 -0.16 0.45
C -0.95 1.10 0.42
O -0.33 2.25 0.24
H 1.28 1.13 1.53
H 1.81 -0.62 1.40
H 0.51 -0.14 2.46
H 0.45 0.00 -0.44
H -1.49 1.02 1.39
H -1.64 0.83 -0.42
S -0.48 -1.27 -2.91
H -0.91 -2.52 -2.64
H 0.79 -1.70 -2.97
*
```

**Relative energy (zero: lowest compared OMol25 entry of this formula, charge and spin)**: 2.163 eV
**HOMO**: -0.086 Ha
**Frontier orbital gap**: 5.58 eV

=====

[3]
Density functional theory data (ωB97M-V with the def2-TZVPD basis set) for an isolated ion of composition C7H10N3O2 and charge +1.

The geometry in ORCA input format:
```
! wB97M-V def2-TZVPD RIJCOSX def2/J DEFGRID3
* xyz 1 3
C 1.70 2.48 0.62
C 1.39 1.69 -0.52
C 1.54 -0.90 0.22
C -0.45 -0.24 1.50
C -0.72 -1.51 -0.72
C -0.01 0.98 -0.68
C 0.08 -0.43 -0.01
N 1.86 2.92 1.68
N 2.34 0.46 -0.69
N 2.23 -1.74 0.70
O 2.95 -2.60 1.09
O 2.45 -0.06 -1.82
H -0.28 -1.13 2.09
H -0.27 0.69 2.04
H -1.47 -0.20 1.37
H -1.71 -1.04 -0.82
H -0.88 -2.48 -0.19
H -0.43 -1.78 -1.68
H -0.33 0.90 -1.64
H 1.63 2.33 -1.37
H -0.84 1.65 -0.26
H 3.27 0.77 -0.34
*
```

**Relative energy (zero: lowest compared OMol25 entry of this formula, charge and spin)**: 2.115 eV
**HOMO (spin up / spin down)**: -0.528 / -0.569 Ha
**Frontier orbital gap (spin up / spin down)**: 11.21 / 7.32 eV

=====

[4]
Density functional theory data (ωB97M-V with the def2-TZVPD basis set) for a 2-piece molecular cluster, CH2BrN2O3 overall.

The geometry in ORCA input format:
```
! wB97M-V def2-TZVPD RIJCOSX def2/J DEFGRID3
* xyz 1 1
C 1.37 1.67 -0.38
N -0.51 0.08 -0.09
N -0.87 -1.06 0.31
O -1.36 0.67 -0.69
O 2.28 1.33 0.21
O -0.20 -1.93 1.15
Br 0.42 2.50 -1.61
H -1.85 -1.34 0.23
H 0.73 -1.92 0.88
*
```

**Relative energy (zero: lowest compared OMol25 entry of this formula, charge and spin)**: 0.000 eV
**HOMO**: -0.538 Ha
**Frontier orbital gap**: 8.55 eV

=====

[5]
Density functional theory data (ωB97M-V with the def2-TZVPD basis set) for a 2-piece molecular cluster, HNO3S overall.

The geometry in ORCA input format:
```
! wB97M-V def2-TZVPD RIJCOSX def2/J DEFGRID3
* xyz 0 1
N -0.81 0.11 -0.75
O -0.37 -0.96 -0.43
O -1.76 0.61 -1.17
O 0.69 1.10 0.26
S 1.55 -0.07 0.65
H 0.71 -0.79 1.44
*
```

**Relative energy (zero: lowest compared OMol25 entry of this formula, charge and spin)**: 2.570 eV
**HOMO (spin up / spin down)**: -0.345 / -0.337 Ha
**Frontier orbital gap (spin up / spin down)**: 8.24 / 8.39 eV

=====

[6]
Density functional theory data (ωB97M-V with the def2-TZVPD basis set) for C37H46BMnN9S3 as an isolated structure.

The geometry in ORCA input format:
```
! wB97M-V def2-TZVPD RIJCOSX def2/J DEFGRID3
* xyz 2 2
Mn -2.67 -0.54 0.72
C 0.35 -4.52 0.17
C 0.76 -3.08 0.19
C 2.00 -2.65 0.55
C 2.32 -1.26 0.61
N 1.45 -0.36 0.28
N 0.25 -0.80 -0.16
B -0.58 0.29 -0.73
N -0.30 1.70 -0.33
N 0.48 2.33 -1.22
C 0.78 3.58 -0.98
C 0.21 4.26 0.13
C -0.59 3.60 1.02
C -1.25 4.29 2.18
C -0.80 2.22 0.79
S -1.63 1.19 1.88
C 1.77 4.21 -1.95
C 3.08 3.41 -1.86
C 1.21 4.11 -3.38
C 2.05 5.67 -1.61
N -1.13 0.14 -2.13
N -0.13 -0.04 -3.00
C -0.45 -0.12 -4.27
C -1.82 -0.04 -4.67
C -2.82 0.17 -3.76
C -4.27 0.24 -4.13
C -2.42 0.27 -2.41
S -3.47 0.56 -1.08
C 0.66 -0.28 -5.29
C 2.02 -0.32 -4.61
C 0.60 0.92 -6.25
C 0.43 -1.58 -6.07
C -0.17 -2.06 -0.17
S -1.81 -2.32 -0.58
C 3.70 -0.80 1.06
C 4.74 -1.45 0.14
C 3.92 -1.25 2.51
C 3.82 0.72 0.96
H 1.16 -5.15 0.53
H 0.09 -4.83 -0.84
H -0.53 -4.67 0.79
H 2.75 -3.39 0.83
H 0.38 5.32 0.25
H -0.94 5.33 2.24
H -1.02 3.79 3.12
H -2.33 4.26 2.06
H 2.92 2.37 -2.14
H 3.48 3.44 -0.84
H 3.82 3.84 -2.53
H 0.99 3.07 -3.63
H 1.94 4.50 -4.09
H 0.29 4.69 -3.48
H 2.46 5.79 -0.60
H 1.15 6.30 -1.69
H 2.78 6.07 -2.30
H -2.07 -0.15 -5.71
H -4.40 0.18 -5.21
H -4.72 1.16 -3.77
H -4.81 -0.59 -3.67
H 2.21 0.59 -4.03
H 2.80 -0.40 -5.37
H 2.11 -1.17 -3.93
H 0.71 1.87 -5.72
H -0.34 0.95 -6.80
H 1.41 0.84 -6.98
H 0.43 -2.45 -5.40
H 1.23 -1.71 -6.79
H -0.51 -1.57 -6.62
H 4.75 -2.54 0.23
H 5.74 -1.09 0.41
H 4.56 -1.20 -0.91
H 3.82 -2.33 2.63
H 3.21 -0.75 3.18
H 4.93 -0.97 2.83
H 3.71 1.06 -0.08
H 4.80 1.03 1.32
H 3.06 1.22 1.56
N -2.24 -3.99 10.93
C -2.44 -3.69 9.84
C -2.67 -3.32 8.46
C -3.85 -3.67 7.82
C -4.05 -3.33 6.50
C -3.07 -2.63 5.82
C -1.90 -2.26 6.45
C -1.70 -2.61 7.77
N -3.28 -2.27 4.44
C -4.50 -2.24 3.78
C -4.23 -1.82 2.52
N -2.87 -1.59 2.39
C -2.34 -1.87 3.57
H -4.61 -4.22 8.36
H -4.96 -3.64 6.01
H -1.14 -1.67 5.94
H -0.78 -2.32 8.28
H -5.43 -2.50 4.24
H -4.91 -1.68 1.70
H -1.29 -1.81 3.79
*
```

**Relative energy (zero: lowest compared OMol25 entry of this formula, charge and spin)**: 0.030 eV
**HOMO (spin up / spin down)**: -0.501 / -0.502 Ha
**Frontier orbital gap (spin up / spin down)**: 7.23 / 7.31 eV

=====

[7]
Density functional theory data (ωB97M-V with the def2-TZVPD basis set) for a 10-piece molecular cluster, C36H59N5O14 overall.

The geometry in ORCA input format:
```
! wB97M-V def2-TZVPD RIJCOSX def2/J DEFGRID3
* xyz 0 1
C -2.76 -7.41 -1.25
C -2.92 -7.24 0.24
O -1.89 -6.28 0.65
C -1.64 -6.07 1.90
C -0.67 -4.93 2.10
O -2.10 -6.70 2.78
H -3.62 -7.88 -1.72
H -1.86 -7.95 -1.54
H -2.61 -6.43 -1.72
H -3.87 -6.88 0.62
H -2.75 -8.23 0.66
H -0.06 -5.08 2.99
H -1.17 -4.03 2.47
H -0.06 -4.65 1.24
O -2.19 4.56 -6.97
C -2.42 5.68 -7.45
O -2.94 6.73 -6.80
C -3.02 7.86 -7.62
C -2.98 7.23 -8.98
O -2.42 5.93 -8.75
H -4.04 8.23 -7.46
H -2.37 8.71 -7.42
H -2.41 7.87 -9.66
H -3.99 6.94 -9.28
O 3.28 0.57 -2.11
C 2.45 1.17 -1.43
O 2.02 0.87 -0.15
C 1.25 1.94 0.33
C 0.84 2.72 -0.95
O 1.87 2.31 -1.84
H 0.41 1.56 0.90
H 1.96 2.42 1.00
H 0.72 3.79 -0.73
H -0.01 2.29 -1.48
O -4.41 0.37 -0.49
C -4.64 0.40 -1.66
O -4.27 -0.62 -2.51
C -4.72 -0.25 -3.80
C -5.66 0.97 -3.57
O -5.17 1.40 -2.33
H -3.93 -0.20 -4.55
H -5.17 -1.19 -4.12
H -6.72 0.74 -3.41
H -5.56 1.83 -4.23
O 1.51 -0.09 6.69
C 1.66 -0.53 7.80
O 1.96 0.17 8.94
C 2.19 -0.81 9.99
C 1.73 -2.10 9.43
O 1.33 -1.88 8.17
H 3.28 -0.77 10.09
H 1.76 -0.48 10.93
H 1.04 -2.79 9.90
H 2.66 -2.64 9.25
C -1.90 6.27 7.01
C -2.07 5.73 5.63
C -1.52 6.59 4.47
C -0.08 6.73 4.40
N 1.10 6.79 4.33
H -0.85 6.41 7.28
H -2.26 5.73 7.89
H -2.28 7.29 6.95
H -3.14 5.58 5.50
H -1.75 4.69 5.65
H -2.00 7.56 4.59
H -1.73 6.06 3.55
C 1.53 -2.35 -7.94
C 1.11 -3.02 -6.59
C -0.38 -3.56 -6.73
C -0.59 -4.90 -7.38
N -0.62 -5.92 -7.88
H 2.25 -1.57 -7.68
H 0.77 -1.70 -8.37
H 1.84 -3.15 -8.61
H 1.09 -2.41 -5.69
H 1.86 -3.78 -6.37
H -1.06 -2.98 -7.36
H -0.94 -3.53 -5.80
C 6.73 -6.33 3.59
C 5.64 -5.39 3.19
C 5.99 -3.91 3.45
C 6.37 -3.47 4.84
N 6.55 -3.12 5.91
H 6.75 -6.33 4.68
H 7.70 -6.06 3.17
H 6.39 -7.36 3.47
H 4.80 -5.76 3.77
H 5.40 -5.58 2.14
H 5.20 -3.20 3.18
H 6.69 -3.65 2.66
C 4.97 3.89 -9.03
C 4.85 3.57 -7.54
C 6.04 3.01 -6.70
C 7.42 3.25 -7.21
N 8.46 3.62 -7.64
H 4.07 4.32 -9.48
H 5.07 2.87 -9.40
H 5.88 4.44 -9.24
H 3.87 3.14 -7.35
H 4.59 4.53 -7.11
H 5.74 1.98 -6.90
H 5.85 3.31 -5.67
C -3.94 0.02 7.94
C -3.96 -0.74 6.54
C -5.32 -1.42 6.34
C -6.28 -1.37 7.37
N -7.09 -1.41 8.27
H -4.12 -0.66 8.77
H -4.74 0.77 7.90
H -3.02 0.54 8.22
H -3.20 -1.52 6.62
H -3.63 -0.13 5.70
H -5.19 -2.48 6.13
H -5.80 -1.07 5.42
*
```

**Relative energy (zero: lowest compared OMol25 entry of this formula, charge and spin)**: 4.742 eV
**HOMO**: -0.377 Ha
**Frontier orbital gap**: 10.19 eV

=====

[8]
Density functional theory data (ωB97M-V with the def2-TZVPD basis set) for a 3-piece molecular cluster, C23H48N8O5 overall.

The geometry in ORCA input format:
```
! wB97M-V def2-TZVPD RIJCOSX def2/J DEFGRID3
* xyz 0 1
H 0.03 -3.18 4.96
N -0.63 -2.46 5.37
C -1.61 -2.26 4.39
C -1.45 -3.12 3.01
C -0.53 -2.44 1.84
C -1.61 -1.69 0.81
N -2.38 -1.10 -0.07
C 0.54 -1.32 2.35
C -0.17 0.30 2.11
C 0.03 1.37 3.46
O -1.38 0.65 3.03
C 0.24 -3.73 1.10
C 1.55 -4.26 1.98
N 2.53 -4.61 2.74
C 0.50 -3.55 -0.49
C 1.58 -2.42 -0.95
N 1.07 -0.97 -0.86
N 1.78 -2.64 -2.47
N 2.97 -2.54 -0.36
H -2.43 -1.44 4.62
H -2.55 -3.24 2.56
H -1.12 -4.22 3.30
H 1.52 -1.22 1.72
H 0.86 -1.37 3.47
H -0.10 0.80 0.96
H 0.36 2.23 2.75
H 0.70 0.72 4.17
H -0.56 -4.62 1.21
H -0.50 -3.35 -1.12
H 0.90 -4.60 -0.90
H 1.71 -0.38 -0.29
H 1.10 -0.55 -1.82
H 2.39 -3.51 -2.51
H 0.84 -3.00 -2.82
H 3.15 -1.87 0.41
H 3.23 -3.52 -0.12
C -0.06 4.52 5.39
O -1.19 4.21 4.59
C -2.20 3.45 5.26
C -3.42 4.33 5.61
N -3.10 5.30 6.67
C -4.08 6.39 6.80
C -4.39 7.26 5.56
O -3.32 8.11 5.14
C -2.28 7.46 4.43
H 0.75 4.84 4.73
H -0.28 5.34 6.08
H 0.28 3.65 5.95
H -1.81 2.94 6.15
H -2.53 2.68 4.56
H -4.24 3.69 5.94
H -3.73 4.83 4.69
H -2.19 5.71 6.49
H -3.68 7.06 7.58
H -5.01 5.98 7.19
H -5.21 7.93 5.83
H -4.77 6.67 4.71
H -2.66 6.67 3.77
H -1.55 7.07 5.13
H -1.77 8.20 3.81
C 0.00 -2.29 -9.28
O 1.22 -2.99 -9.44
C 2.36 -2.14 -9.62
C 3.23 -2.09 -8.34
N 2.56 -1.36 -7.26
C 3.14 -1.57 -5.93
C 3.27 -3.02 -5.41
O 2.03 -3.65 -5.08
C 1.29 -4.12 -6.20
H -0.82 -3.00 -9.43
H -0.10 -1.88 -8.27
H -0.11 -1.48 -10.01
H 2.08 -1.13 -9.96
H 2.96 -2.59 -10.41
H 4.18 -1.60 -8.57
H 3.44 -3.12 -8.06
H 1.58 -1.63 -7.23
H 2.51 -1.02 -5.22
H 4.13 -1.10 -5.91
H 3.83 -2.97 -4.47
H 3.87 -3.66 -6.07
H 1.93 -4.52 -6.99
H 0.66 -3.31 -6.58
H 0.62 -4.91 -5.86
*
```

**Relative energy (zero: lowest compared OMol25 entry of this formula, charge and spin)**: 14.378 eV
**HOMO**: -0.314 Ha
**Frontier orbital gap**: 8.84 eV

=====

[9]
Density functional theory data (ωB97M-V with the def2-TZVPD basis set) for a single C3H6N2O molecule.

The geometry in ORCA input format:
```
! wB97M-V def2-TZVPD RIJCOSX def2/J DEFGRID3
* xyz 0 1
C 0.66 -1.89 0.53
C 1.05 -0.80 -0.35
N 1.76 0.12 -0.91
C 0.41 0.57 -0.75
O -0.16 2.02 -0.12
N -1.55 1.76 0.13
H 1.17 -1.57 1.53
H 1.08 -2.92 0.41
H -0.45 -1.99 0.70
H -0.21 0.35 -1.69
H -1.87 2.00 1.05
H -1.89 2.35 -0.52
*
```

**Relative energy (zero: lowest compared OMol25 entry of this formula, charge and spin)**: 6.956 eV
**HOMO**: -0.330 Ha
**Frontier orbital gap**: 9.72 eV

=====

[10]
Density functional theory data (ωB97M-V with the def2-TZVPD basis set) for a single C3H5NS molecule.

The geometry in ORCA input format:
```
! wB97M-V def2-TZVPD RIJCOSX def2/J DEFGRID3
* xyz 0 1
C -0.04 0.97 0.94
N 0.26 0.13 1.73
S 0.39 -1.46 1.19
C 0.41 -0.98 -0.58
C -0.42 0.42 -0.43
H 0.12 2.04 1.07
H 1.36 -0.90 -1.15
H -0.29 -1.54 -1.21
H -0.34 1.20 -1.22
H -1.45 0.13 -0.33
*
```

**Relative energy (zero: lowest compared OMol25 entry of this formula, charge and spin)**: 0.968 eV
**HOMO**: -0.318 Ha
**Frontier orbital gap**: 9.65 eV

=====

[11]
Density functional theory data (ωB97M-V with the def2-TZVPD basis set) for C6H11ISi as an isolated structure.

The geometry in ORCA input format:
```
! wB97M-V def2-TZVPD RIJCOSX def2/J DEFGRID3
* xyz 0 1
C -2.63 1.67 -0.96
C 1.17 -1.18 0.46
C -1.44 1.73 -0.40
C -0.28 -0.52 0.22
C -1.47 -0.29 1.21
C -0.82 0.88 0.68
Si 3.19 -1.38 -0.89
I 4.70 0.25 0.21
H -2.91 2.44 -1.70
H -3.61 1.15 -0.58
H 1.70 -0.57 1.25
H 0.99 -2.31 0.76
H -0.69 2.37 -0.81
H -0.71 -0.86 -0.80
H -2.39 -0.73 0.77
H -1.33 -0.35 2.26
H -0.11 1.47 1.28
H 3.08 -0.99 -2.25
H 3.55 -2.79 -0.72
*
```

**Relative energy (zero: lowest compared OMol25 entry of this formula, charge and spin)**: 1.799 eV
**HOMO**: -0.319 Ha
**Frontier orbital gap**: 8.96 eV

=====

[12]
Density functional theory data (ωB97M-V with the def2-TZVPD basis set) for an isolated ion of composition C4H10N3 and charge +1.

The geometry in ORCA input format:
```
! wB97M-V def2-TZVPD RIJCOSX def2/J DEFGRID3
* xyz 1 1
N -0.28 0.48 -2.13
C -0.99 0.88 -0.94
C -1.31 -0.25 0.28
N -0.55 -1.42 0.33
C 0.86 -1.12 0.55
C 0.85 0.31 1.01
N -0.35 0.96 0.48
H -0.38 1.13 -2.88
H 0.55 -0.09 -1.92
H -1.74 1.62 -1.17
H -2.17 -0.22 0.88
H -0.96 -2.09 1.13
H 1.30 -1.48 -0.49
H 1.18 -1.83 1.34
H 0.77 0.35 2.12
H 1.73 0.88 0.71
H -0.69 1.65 1.09
*
```

**Relative energy (zero: lowest compared OMol25 entry of this formula, charge and spin)**: 3.257 eV
**HOMO**: -0.488 Ha
**Frontier orbital gap**: 10.07 eV

=====

The electronic energy results, record by record, are as follows: -8276.9658; -16575.6661; -15970.3371; -80221.0654; -18478.0945; -117017.2324; -74397.8947; -46772.5142; -8229.7427; -15515.9043; -22375.2151; -8771.3417 eV.